10
Properties=species:S:1:pos:R:3:mulliken_charge:R:1 method="wB97M-V/def2-TZVPD" max_force_ha_per_bohr=0.02244 homo_lumo_gap_ev=8.67 charge=0 homo_energy_ha=-0.2993
O 3.38 -0.10 0.50 -0.38
C 2.22 -0.17 0.37 0.71
C 0.90 -0.24 0.37 -0.11
N 0.16 -1.27 -0.23 -0.47
C -1.00 -0.77 -0.43 -0.04
C -1.07 0.70 -0.04 -0.21
O 0.13 0.87 0.70 -0.37
H -1.04 1.31 -0.94 0.22
H -1.79 -1.33 -0.92 0.39
H -1.89 0.98 0.62 0.25

10
Properties=species:S:1:pos:R:3:mulliken_charge:R:1 method="wB97M-V/def2-TZVPD" max_force_ha_per_bohr=0.06623 homo_lumo_gap_ev=8.47 charge=0 homo_energy_ha=-0.3755
C 1.37 0.58 0.05 -0.06
C 2.37 1.39 0.13 -0.56
C -1.12 0.46 0.11 0.69
C 0.23 -0.22 -0.04 0.35
N 0.21 -1.55 -0.11 -0.33
O -1.00 1.73 0.01 -0.41
O -2.08 -0.25 0.16 -0.56
H 0.92 -2.13 0.30 0.26
H -0.80 -1.81 -0.29 0.32
H -0.10 1.79 -0.33 0.30

10
Properties=species:S:1:pos:R:3:mulliken_charge:R:1 method="wB97M-V/def2-TZVPD" max_force_ha_per_bohr=0.02105 homo_lumo_gap_ev=9.24 charge=0 homo_energy_ha=-0.3252
O -2.86 0.70 0.24 -0.34
C -1.78 0.35 0.51 0.68
C -0.63 -0.17 0.99 -0.03
N 0.47 0.75 1.16 -0.51
C 1.24 0.46 0.18 0.00
C 0.59 -0.59 -0.70 -0.41
O -0.21 -1.27 0.25 -0.33
H -0.15 0.00 -1.29 0.21
H 2.15 1.01 -0.04 0.39
H 1.19 -1.26 -1.31 0.34

10
Properties=species:S:1:pos:R:3:mulliken_charge:R:1 method="wB97M-V/def2-TZVPD" max_force_ha_per_bohr=0.02941 homo_lumo_gap_ev=10.26 charge=0 homo_energy_ha=-0.3753
O 0.00 -1.31 1.48 -0.38
C -0.70 -0.52 0.93 -0.03
C 0.33 1.68 1.57 -0.06
N 0.25 1.31 0.45 -0.13
C -0.25 0.34 -0.46 0.06
C 0.76 -0.49 -1.20 -0.11
O 1.79 -0.85 -0.70 -0.41
H -1.65 -0.11 1.28 0.41
H -0.98 0.81 -1.15 0.34
H 0.44 -0.86 -2.20 0.32

11
Properties=species:S:1:pos:R:3:mulliken_charge:R:1 method="wB97M-V/def2-TZVPD" max_force_ha_per_bohr=0.02392 homo_lumo_gap_ev=7.79 charge=0 homo_energy_ha=-0.3100
C 2.23 -0.62 0.46 -0.06
C 0.30 -0.65 -0.39 -0.23
C 0.59 0.63 -0.05 0.57
C -3.26 0.30 -0.16 -0.02
N 1.37 -1.43 -0.05 -0.53
O 1.83 0.66 0.49 -0.33
O -0.10 1.78 -0.15 -0.45
S -4.59 -0.31 0.25 -0.03
H 3.20 -0.87 0.83 0.39
H -0.58 -1.06 -0.84 0.39
H -1.01 1.58 -0.38 0.33

11
Properties=species:S:1:pos:R:3:mulliken_charge:R:1 method="wB97M-V/def2-TZVPD" max_force_ha_per_bohr=0.26809 homo_lumo_gap_ev=9.57 charge=0 homo_energy_ha=-0.3587
C -1.43 -0.74 -0.13 -0.16
C -0.17 -0.35 0.21 0.40
C 1.95 -0.34 0.00 0.43
C 0.49 1.01 0.12 -0.02
H -2.20 0.89 -0.12 0.27
H -1.86 -1.80 -0.10 0.33
H -0.12 1.85 0.01 0.36
N 1.63 1.05 0.08 -0.35
O -2.51 0.02 -0.10 -0.39
O 1.02 -1.11 0.30 -0.28
O 3.20 -0.49 -0.26 -0.59

13
Properties=species:S:1:pos:R:3:mulliken_charge:R:1 method="wB97M-V/def2-TZVPD" max_force_ha_per_bohr=0.04935 homo_lumo_gap_ev=7.07 charge=-1 homo_energy_ha=-0.1493
C -0.08 0.64 -0.31 -0.43
C 1.18 0.45 0.11 -0.32
C -0.22 -1.56 0.50 -0.34
C -0.92 -0.53 -0.07 0.14
N -3.27 0.64 0.31 0.77
O -3.06 -2.17 -0.09 -0.62
O -3.05 1.70 -0.20 -0.60
O -3.92 0.52 1.32 -0.63
P -2.61 -0.89 -0.75 0.08
S 1.49 -1.20 0.57 -0.22
H -0.30 1.67 -0.68 0.30
H 1.87 1.26 0.05 0.41
H -0.47 -2.52 0.92 0.45

9
Properties=species:S:1:pos:R:3:mulliken_charge:R:1 method="wB97M-V/def2-TZVPD" max_force_ha_per_bohr=0.07696 homo_lumo_gap_ev=7.27 charge=-1 homo_energy_ha=-0.1176
C -0.23 -1.02 -1.09 -0.93
C -0.23 0.30 1.13 0.46
C 0.78 -1.70 -1.30 0.66
C -0.23 1.56 0.71 -0.93
O -0.28 -0.49 2.03 -0.45
O 1.94 -2.14 -1.30 -0.70
H -1.22 -0.72 -1.44 0.22
H -0.10 2.23 1.48 0.33
H -0.42 1.99 -0.22 0.33